Model a:
Below is a 3-piece molecular cluster, C6H11NO2 overall, with properties calculated with the ωB97M-V functional and the def2-TZVPD basis.

Each atom is followed by the atoms it is bonded to, with distances in Å.
Geometry (Å):
1 C 0.4230 -0.6826 -0.4705  N3 1.325, O9 1.329, H12 1.079
2 C -2.4029 0.7710 -0.2320  C4 1.482, H14 1.094, H15 1.097, H16 1.095
3 N 0.4762 0.2315 0.4876  C1 1.325, O8 1.392
4 C -1.0579 1.1360 -0.7356  C2 1.482, C6 1.316
5 C 1.6642 -1.7001 1.0533  C7 1.316, H13 1.088
6 C -0.6962 2.1448 -1.4988  C4 1.316, H17 1.085, H18 1.093
7 C 1.0305 -2.4442 1.9347  C5 1.316, H19 1.090, H20 1.091
8 O 1.5702 1.0724 0.3036  N3 1.392, H10 0.966
9 O 1.1442 -0.7119 -1.5861  C1 1.329, H11 0.970
10 H 1.5693 1.6178 1.1006  O8 0.966
11 H 1.8342 -0.0324 -1.5335  O9 0.970
12 H -0.4007 -1.3774 -0.4213  C1 1.079
13 H 2.7372 -1.6966 0.8753  C5 1.088
14 H -2.3948 0.6730 0.8579  C2 1.094
15 H -3.1561 1.5245 -0.4947  C2 1.097
16 H -2.7381 -0.1865 -0.6431  C2 1.095
17 H 0.3368 2.3219 -1.7799  C6 1.085
18 H -1.4209 2.8700 -1.8763  C6 1.093
19 H -0.0482 -2.3704 2.0708  C7 1.090
20 H 1.5300 -3.1610 2.5881  C7 1.091

Summary:
Charge: 0
Molecular weight in g/mol: 129.16
Kohn-Sham gap (spin up / spin down) in eV: 7.383 / 7.767
HOMO energy (spin up / spin down) in eV: -6.776 / -7.121

Model b:
Below is C6H11NO2 in the gas phase, with properties calculated with the ωB97M-V functional and the def2-TZVPD basis.

Each atom is followed by the atoms it is bonded to, with distances in Å.
Geometry (Å):
1 C 2.7856 0.7414 0.0567  C2 1.492, N7 1.401, O8 1.240
2 C 2.2817 -0.5126 0.6898  C1 1.492, O9 1.352, H10 1.039
3 C 0.8138 -0.0058 -0.7310  C6 1.590, N7 1.415, H11 1.099
4 C -1.7781 -0.4528 -0.9388  C6 1.469, H12 1.149, H13 1.134, H14 1.070
5 C -0.6875 0.3026 1.1501  C6 1.462, H15 1.111, H16 1.071, H17 1.053
6 C -0.6883 0.3067 -0.3120  C3 1.590, C4 1.469, C5 1.462, H18 1.198
7 N 1.7009 1.0967 -0.7565  C1 1.401, C3 1.415, H19 1.062
8 O 3.8426 1.3889 0.0277  C1 1.240
9 O 3.0390 -1.6305 0.6157  C2 1.352, H20 0.966
10 H 1.7206 -0.5189 1.5645  C2 1.039
11 H 0.8304 -0.5689 -1.6747  C3 1.099
12 H -2.8193 -0.0537 -0.6635  C4 1.149
13 H -1.8234 -1.5212 -0.5628  C4 1.134
14 H -1.6657 -0.3936 -2.0010  C4 1.070
15 H -0.5347 -0.7410 1.4999  C5 1.111
16 H -1.6318 0.6390 1.5271  C5 1.071
17 H 0.1844 0.8238 1.4286  C5 1.053
18 H -0.8110 1.4756 -0.5442  C6 1.198
19 H 1.4020 2.1153 -0.7729  N7 1.062
20 H 3.6250 -1.5663 -0.1497  O9 0.966

Summary:
Charge: 0
Molecular weight in g/mol: 129.16
Kohn-Sham gap in eV: 9.474
HOMO energy in eV: -8.740

Model c:
Below is C6H11NO2 in the gas phase, with properties calculated with the ωB97M-V functional and the def2-TZVPD basis.

Each atom is followed by the atoms it is bonded to, with distances in Å.
Geometry (Å):
1 C -2.6051 -0.6803 -0.8387  N9 1.441, H12 1.087, H13 1.095, H14 1.095
2 C 1.6692 1.4809 -0.0278  C6 1.525, H15 1.087, H16 1.088, H20 1.085
3 C 1.5641 -1.0379 -0.2836  C6 1.526, H17 1.092, H18 1.088, H19 1.092
4 C -0.5705 0.3220 -0.1844  C6 1.543, O7 1.353, N9 1.261
5 C 0.5161 0.1610 1.7475  C6 1.506, O8 1.323
6 C 0.8934 0.2066 0.2905  C2 1.525, C3 1.526, C4 1.543, C5 1.506
7 O -0.9678 1.5888 -0.4456  C4 1.353, H10 0.967
8 O 0.5295 -1.0839 2.1954  C5 1.323, H11 0.973
9 N -1.2522 -0.7263 -0.3436  C1 1.441, C4 1.261
10 H -1.8843 1.5940 -0.7550  O7 0.967
11 H 0.2299 -1.1139 3.1204  O8 0.973
12 H -2.9640 -1.7048 -0.8968  C1 1.087
13 H -3.2648 -0.1208 -0.1676  C1 1.095
14 H -2.6684 -0.2356 -1.8372  C1 1.095
15 H 2.6905 1.3742 0.3302  C2 1.087
16 H 1.6855 1.6573 -1.1008  C2 1.088
17 H 2.5104 -1.2141 0.2317  C3 1.092
18 H 0.9175 -1.9031 -0.1500  C3 1.088
19 H 1.7562 -0.8990 -1.3491  C3 1.092
20 H 1.2149 2.3347 0.4643  C2 1.085

Summary:
Charge: 0
Molecular weight in g/mol: 129.16
Kohn-Sham gap in eV: 9.017
HOMO energy in eV: -8.306

Going by the energies, model c is most stable and the next is 0.071 eV up.

Model a:
Below is a 2-piece molecular cluster, C2H6O2Si overall, with properties calculated with the ωB97M-V functional and the def2-TZVPD basis.

Each atom is followed by the atoms it is bonded to, with distances in Å.
Geometry (Å):
1 C -1.4216 -0.8545 -0.1912  C2 1.316, H6 1.079, H7 1.079
2 C -1.4536 0.4599 -0.2539  C1 1.316, H8 1.077, H9 1.078
3 O 4.6802 -0.5207 -0.3323  Si5 1.505
4 O 2.2203 0.0244 0.8681  Si5 1.611, H10 0.955
5 Si 3.4221 0.2896 -0.1720  O3 1.505, O4 1.611, H11 1.439
6 H -1.1825 -1.3819 0.7194  C1 1.079
7 H -1.6455 -1.4744 -1.0461  C1 1.079
8 H -1.2322 1.0830 0.5963  C2 1.077
9 H -1.7016 0.9770 -1.1664  C2 1.078
10 H 2.2079 -0.6908 1.5013  O4 0.955
11 H 2.9114 1.4648 -0.8265  Si5 1.439

Summary:
SMILES string: O=[SiH]O.C=C
Charge: 0
Molecular weight in g/mol: 90.15
Kohn-Sham gap in eV: 10.772
HOMO energy in eV: -10.397

Model b:
Below is a 2-piece molecular cluster, C2H6O2Si overall, with properties calculated with the ωB97M-V functional and the def2-TZVPD basis.

Each atom is followed by the atoms it is bonded to, with distances in Å.
Geometry (Å):
1 C -2.9548 0.2638 -0.3388  O4 1.191, H6 1.067, H7 1.187
2 C 2.4306 -0.6169 0.0636  Si5 1.902, H8 1.072, H9 1.012, H10 1.104
3 O 0.6536 1.7760 0.0561  Si5 1.512
4 O -3.0033 -0.5233 0.5532  C1 1.191
5 Si 0.8570 0.3503 0.5178  C2 1.902, O3 1.512, H11 1.412
6 H -2.3190 0.1687 -1.1910  C1 1.067
7 H -3.5277 1.2973 -0.4535  C1 1.187
8 H 3.3203 -0.1166 0.3926  C2 1.072
9 H 2.3513 -1.5336 0.4857  C2 1.012
10 H 2.3710 -0.5608 -1.0376  C2 1.104
11 H -0.1789 -0.5048 0.9519  Si5 1.412

Summary:
SMILES string: C[SiH]=O.C=O
Charge: 0
Molecular weight in g/mol: 90.15
Kohn-Sham gap in eV: 10.092
HOMO energy in eV: -10.187

Going by the energies, model a is most stable and the next is 1.704 eV up.